No. 1
The following is a quantum chemistry calculation of one molecule with the formula C5H8N2S, from the OMol25 dataset.

XYZ file:
```
16
Properties=species:S:1:pos:R:3
C -0.19458 2.08126 0.18298
C 0.67239 0.86740 0.05646
C 1.98076 0.79651 -0.18082
C 2.39695 -0.65151 -0.30257
N 1.24635 -1.37374 0.28022
N 0.15765 -0.46076 0.16022
C -1.06584 -0.97246 0.02059
S -2.51401 -0.20491 -0.14668
H 0.42653 2.95678 0.17756
H -0.90968 2.12991 -0.62771
H -0.77094 2.03181 1.12504
H 2.68083 1.65867 -0.34839
H 3.32062 -0.89178 0.28600
H 2.55594 -0.96651 -1.33618
H 1.39188 -1.46680 1.27342
H -1.03716 -2.05921 0.05402
```

Calculated values
- SMILES: CC1=CCNN1C=S
- Multiplicity: 1
- Orbital gap: 8.81 eV
- M: 128.20 u

=====

No. 2
The following is a quantum chemistry calculation of one molecule with the formula C5H8N2S, from the OMol25 dataset.

XYZ file:
```
16
Properties=species:S:1:pos:R:3
C 1.02434 -1.41970 1.27693
C -0.22587 -1.50951 0.75826
C -1.05515 -0.30013 0.53707
S -2.56756 -0.21544 1.18692
N -0.45192 0.79663 -0.03310
N -1.05921 2.08797 0.07182
C 0.64904 0.80636 -0.91166
C 0.96301 -0.08596 -1.83769
H 1.60074 -2.32814 1.49340
H 1.45968 -0.43876 1.46196
H -0.65920 -2.49828 0.59910
H -1.98801 2.00064 -0.32396
H -1.20397 2.28453 1.07687
H 1.23177 1.71851 -0.80264
H 1.78260 0.14725 -2.54399
H 0.49971 -1.04598 -2.00929
```

Calculated values
- SMILES: C=CC(=S)N(N)C=C
- Multiplicity: 1
- Orbital gap: 8.46 eV
- M: 128.20 u